# C37H35NO4P2S2Sr

A molecular structure, C37H35NO4P2S2Sr in a non-equilibrium geometry (ωB97M-V/def2-TZVPD, the Open Molecules 2025 dataset).

Computed properties:
multiplicity: 2
total energy: -89694.930 eV
orbital gap (alpha / beta): 0.0880 / 0.0913 Ha
⟨S²⟩: 0.758
net charge: -1
ΔE to the lowest compared entry with this formula, charge and spin: 4.350 eV
F_max: 4.47 eV Å⁻¹

The geometry in XYZ format:
```
82
C37H35NO4P2S2Sr ωB97M-V/def2-TZVPD
Sr -0.597 -1.415 -1.266
C 0.591 0.935 2.984
C 1.334 -0.381 2.646
P 1.010 -2.048 3.525
C -0.466 -2.637 2.523
C -1.429 -1.763 1.986
C -2.557 -2.212 1.337
C -2.684 -3.522 0.739
C -1.435 -4.664 1.484
C -0.631 -3.971 2.419
C 0.186 -1.321 4.984
C -1.080 -1.694 5.434
C -1.541 -1.137 6.633
C -0.774 -0.259 7.421
C 0.444 0.224 6.890
C 0.893 -0.326 5.697
C 0.393 1.827 1.755
P -1.216 1.348 0.909
C -1.000 1.991 -0.752
C -0.235 3.125 -0.990
C -0.223 3.687 -2.262
C -0.870 3.096 -3.325
C -1.616 1.918 -3.140
C -1.703 1.413 -1.852
C -2.299 2.469 1.776
C -2.826 2.016 2.987
C -3.524 2.850 3.834
C -3.657 4.212 3.521
C -3.127 4.709 2.322
C -2.545 3.809 1.428
H 1.120 1.487 3.803
H -0.391 0.701 3.433
H 2.395 -0.160 2.891
H 1.238 -0.627 1.590
H -1.381 -0.683 2.168
H -3.405 -1.512 1.162
H -3.669 -3.988 0.567
H -1.872 -5.654 1.579
H -0.046 -4.537 3.170
H -1.749 -2.285 4.810
H -2.528 -1.457 7.002
H -1.096 0.012 8.430
H 1.023 0.989 7.447
H 1.893 -0.113 5.312
H 1.231 1.735 1.052
H 0.335 2.872 2.089
H 0.263 3.634 -0.154
H 0.300 4.640 -2.386
H -0.852 3.574 -4.296
H -2.017 1.427 -4.038
H -2.449 0.616 -1.627
H -2.599 0.964 3.260
H -4.003 2.476 4.738
H -4.244 4.865 4.121
H -3.056 5.786 2.204
H -2.229 4.132 0.429
C 5.124 -1.928 -7.686
C 3.863 -1.698 -6.806
C 2.795 -0.883 -7.221
C 1.558 -0.862 -6.505
C 1.595 -1.440 -5.301
C 2.493 -2.506 -4.972
C 3.637 -2.587 -5.722
S 0.470 -0.919 -4.083
O 0.419 -2.129 -3.205
O -0.824 -0.595 -4.659
N 1.242 0.151 -3.131
C 1.629 1.294 -3.622
C 3.161 0.224 -0.054
O 3.708 1.189 0.402
O 2.381 -0.364 -0.738
H 6.029 -1.949 -7.116
H 5.238 -1.112 -8.354
H 4.964 -2.839 -8.287
H 2.981 -0.307 -8.181
H 0.662 -0.365 -6.901
H 2.277 -3.201 -4.171
H 4.391 -3.311 -5.477
H 2.148 1.908 -2.869
H 1.317 1.683 -4.625
S -0.725 -4.496 -1.249
C -1.562 -4.133 0.130
```

Here are the Löwdin charges for atoms 1 to 2, given in e:
1 Sr 1.217
2 C -0.307

---

# C3H7N2S

A molecular structure, C3H7N2S in a non-equilibrium geometry (ωB97M-V/def2-TZVPD, the Open Molecules 2025 dataset).

Computed properties:
total energy: -17029.606 eV
orbital gap: 0.3883 Ha
net charge: +1
ΔE to the lowest compared entry with this formula, charge and spin: 3.964 eV
F_max: 6.25 eV Å⁻¹

The geometry in XYZ format:
```
13
C3H7N2S ωB97M-V/def2-TZVPD
C 0.680 0.532 -0.276
C 0.144 1.691 -0.945
C -1.140 -1.250 0.243
N 1.189 -1.162 0.763
N 0.102 -0.534 0.255
S 2.189 0.234 0.411
H -0.390 2.405 -0.234
H 0.977 2.286 -1.238
H -0.602 1.436 -1.836
H -1.401 -1.470 -0.766
H -0.809 -2.097 0.835
H -2.003 -0.795 0.707
H 1.064 -1.278 2.083
```

Here are the Löwdin charges for atoms 1 to 2, given in e:
1 C -0.566
2 C -0.038

---

# C2H8N5O

2 unconnected molecules or ions with the total composition C2H8N5O in a non-equilibrium geometry (ωB97M-V/def2-TZVPD, the Open Molecules 2025 dataset).

Computed properties:
total energy: -11694.383 eV
orbital gap: 0.3972 Ha
net charge: +1
ΔE to the lowest compared entry with this formula, charge and spin: 0.668 eV
F_max: 4.70 eV Å⁻¹

The geometry in XYZ format:
```
16
C2H8N5O ωB97M-V/def2-TZVPD
C -0.973 -0.580 -0.211
C 2.580 0.227 0.404
N -1.132 -1.745 -0.715
N -1.431 -0.235 1.024
N 3.082 -0.746 -0.083
N -0.367 0.319 -0.906
N -0.553 1.713 -0.402
O 1.813 1.024 0.772
H -1.601 -2.445 -0.307
H -0.696 0.252 1.592
H -1.887 -0.897 1.736
H -0.879 -1.833 -1.667
H 3.969 -1.092 -0.276
H -0.953 2.157 -1.209
H -1.249 1.759 0.400
H 0.278 2.122 -0.151
```

Here are the Löwdin charges for atoms 1 to 2, given in e:
1 C -0.584
2 C -0.375

---

# C5H12N2O

2 unconnected molecules or ions with the total composition C5H12N2O in a non-equilibrium geometry (ωB97M-V/def2-TZVPD, the Open Molecules 2025 dataset).

Computed properties:
total energy: -10402.482 eV
orbital gap: 0.3214 Ha
ΔE to the lowest compared entry with this formula, charge and spin: 5.942 eV
F_max: 1.53 eV Å⁻¹

The geometry in XYZ format:
```
20
C5H12N2O ωB97M-V/def2-TZVPD
C 0.896 0.353 -0.250
C -0.026 1.509 -0.147
C -2.610 0.769 -0.575
C 2.128 0.297 0.636
C -0.116 -1.756 0.436
N 0.916 1.406 -1.244
N 0.308 -0.897 -0.658
O -3.098 0.494 0.596
H -3.130 -0.445 0.877
H 0.474 1.136 -2.115
H 0.954 -1.400 -1.261
H 0.165 2.295 0.570
H -2.301 -0.132 -1.149
H -1.134 1.441 -0.430
H 2.863 -0.389 0.216
H 2.575 1.285 0.693
H 1.871 -0.036 1.640
H -0.741 -1.176 1.116
H 0.711 -2.176 1.023
H -0.705 -2.578 0.027
```

Here are the Löwdin charges for atoms 1 to 2, given in e:
1 C -0.575
2 C -0.120

---

Copy entry 4 word for word.
# C5H12N2O

2 unconnected molecules or ions with the total composition C5H12N2O in a non-equilibrium geometry (ωB97M-V/def2-TZVPD, the Open Molecules 2025 dataset).

Computed properties:
total energy: -10402.482 eV
orbital gap: 0.3214 Ha
ΔE to the lowest compared entry with this formula, charge and spin: 5.942 eV
F_max: 1.53 eV Å⁻¹

The geometry in XYZ format:
```
20
C5H12N2O ωB97M-V/def2-TZVPD
C 0.896 0.353 -0.250
C -0.026 1.509 -0.147
C -2.610 0.769 -0.575
C 2.128 0.297 0.636
C -0.116 -1.756 0.436
N 0.916 1.406 -1.244
N 0.308 -0.897 -0.658
O -3.098 0.494 0.596
H -3.130 -0.445 0.877
H 0.474 1.136 -2.115
H 0.954 -1.400 -1.261
H 0.165 2.295 0.570
H -2.301 -0.132 -1.149
H -1.134 1.441 -0.430
H 2.863 -0.389 0.216
H 2.575 1.285 0.693
H 1.871 -0.036 1.640
H -0.741 -1.176 1.116
H 0.711 -2.176 1.023
H -0.705 -2.578 0.027
```

Here are the Löwdin charges for atoms 1 to 2, given in e:
1 C -0.575
2 C -0.120